No. 1
ORCA calculation (ωB97M-V/def2-TZVPD) on the molecule C6H9N at a distorted geometry.

The geometry in XYZ format:
```
16
Properties=species:S:1:pos:R:3:forces:R:3
C 0.3743 1.7093 0.4671 -2.427 4.992 5.536
C -1.0121 -0.1765 1.2489 -1.825 -0.719 -0.589
C -1.6677 -0.2743 -0.1409 -0.040 -0.696 0.603
C 0.9344 0.6006 0.1024 3.605 -7.067 -1.188
C 2.0528 -0.1925 -0.4508 1.000 -1.809 -0.824
C -0.9257 -0.5374 -1.2035 -2.091 0.253 -1.454
N 0.2498 0.4492 1.3504 2.248 2.731 -3.728
H -0.4464 2.3900 0.6036 -0.302 0.074 -1.303
H -1.6246 0.2213 1.9980 -1.388 0.936 0.914
H -0.9085 -1.1857 1.5539 0.311 -1.303 0.366
H -2.7677 -0.4277 -0.2833 1.029 0.263 0.772
H 2.1620 -0.0863 -1.6009 -0.002 0.125 1.906
H 1.9318 -1.3616 -0.2912 -0.417 2.322 -0.234
H 3.0379 -0.0429 0.0546 -0.403 0.422 -0.505
H 0.1056 -0.3266 -1.3040 0.430 -0.577 -0.110
H -1.4959 -0.7588 -2.1044 0.273 0.053 -0.161
```
Forces are in eV/Å.

Kohn-Sham gap (spin up / spin down) = 6.5 / 8.7 eV
highest occupied orbital energy (spin up / spin down) = -5.45 / -9.65 eV
molecular weight = 95.14 u
multiplicity = 3
energy above the lowest of the compared OMol25 structures with the same formula, charge and spin = 319.9 kJ/mol
LUMO (spin up / spin down) = 1.044 / -0.929 eV
total energy = -288.46566 Eh
F_max = 0.156 hartree/bohr

Atom charges from the natural (NBO) analysis, given in e for atoms 1 to 6: C -0.10; C -0.28; C -0.21; C 0.05; C -0.68; C -0.40

***

No. 2
ORCA calculation (ωB97M-V/def2-TZVPD) on a cluster of 2 separate species, C6H9N2 in total at a distorted geometry.

The geometry in XYZ format:
```
17
Properties=species:S:1:pos:R:3:forces:R:3
C 0.5416 1.5374 0.7896 1.900 -0.383 -3.334
C 1.1179 2.1622 -0.2005 0.837 0.188 -2.289
C -0.1161 1.1880 1.8612 -2.804 -2.725 4.527
C 0.1980 0.1516 0.9533 -1.224 7.377 4.989
C 1.8285 2.6344 -2.5935 2.667 -1.046 -2.028
C 0.0659 -0.9992 0.3859 3.550 -1.956 -5.686
N 1.3722 2.2530 -1.3537 -0.772 1.243 1.421
N -2.5208 -3.6260 1.5678 -1.623 -1.148 0.248
H -0.6672 1.5445 2.7500 0.530 -0.419 -0.768
H 1.6468 1.7617 -3.2628 -0.616 0.962 -0.027
H 1.5249 3.6311 -2.9956 -0.104 -1.002 0.603
H 2.9602 2.5360 -2.5854 -0.919 0.782 0.132
H 0.7608 -0.9671 -0.5742 -1.785 -1.089 1.702
H -0.4048 -1.8396 0.7260 -1.375 -2.000 0.830
H -3.1850 -3.5684 0.7499 1.601 -0.409 0.518
H -3.2464 -3.9426 2.2635 1.256 0.566 -0.313
H -1.8764 -4.4572 1.5186 -1.120 1.058 -0.525
```
Forces are in eV/Å.

Kohn-Sham gap (spin up / spin down) = 7.5 / 6.0 eV
charge = +1
highest occupied orbital energy (spin up / spin down) = -11.37 / -13.14 eV
molecular weight = 109.15 u
multiplicity = 3
energy above the lowest of the compared OMol25 structures with the same formula, charge and spin = 380.4 kJ/mol
LUMO (spin up / spin down) = -3.841 / -7.166 eV
total energy = -343.00427 Eh
F_max = 0.175 hartree/bohr

Atom charges from the natural (NBO) analysis, given in e for atoms 1 to 6: C -0.08; C 0.41; C -0.10; C 0.06; C -0.47; C -0.14

***

No. 3
ORCA calculation (ωB97M-V/def2-TZVPD) on a structure of composition C6H9N2O12Pb at a distorted geometry.

The geometry in XYZ format:
```
30
Properties=species:S:1:pos:R:3:forces:R:3
Pb -16.3804 -12.3480 -7.9638 0.058 -0.021 -0.523
N -13.7386 -17.5976 -7.3980 -0.056 0.358 -1.556
O -14.2987 -16.5372 -7.7066 0.268 1.553 -0.796
O -14.2653 -18.2636 -6.5442 -0.725 -2.140 2.522
O -12.7312 -18.0182 -8.0047 0.448 0.296 -0.128
N -15.6095 -11.6235 -12.6106 -0.037 -1.041 0.012
O -16.1301 -10.7321 -11.9559 -0.787 2.208 0.299
O -15.3653 -11.5672 -13.8146 -0.010 1.028 -1.059
O -15.3504 -12.6677 -12.0230 0.698 -2.186 1.403
C -18.9954 -7.7802 -3.6840 -0.191 0.591 0.779
C -18.3261 -8.8304 -4.5237 -1.541 -1.528 0.133
O -18.3200 -10.0162 -4.2048 0.246 -2.354 3.222
O -18.1275 -8.5615 -5.6746 1.555 3.126 -4.863
H -18.7908 -7.9124 -2.6216 -0.184 0.068 0.071
H -20.0556 -7.9159 -3.8977 -0.164 -0.179 0.328
H -18.7966 -6.7584 -4.0074 0.425 -0.059 0.019
C -10.2810 -10.0520 -6.3281 0.360 1.335 1.064
C -11.6887 -10.5630 -6.5779 -1.195 -2.109 -0.539
O -12.2070 -10.1532 -7.6428 -0.157 0.489 0.073
O -12.1736 -11.4815 -5.8432 0.635 1.144 -0.038
H -9.5419 -10.6042 -6.9087 -0.093 0.076 0.020
H -9.9830 -9.9657 -5.2832 -0.045 -1.085 0.353
H -10.2426 -8.9820 -6.5322 -0.009 0.028 -1.022
C -21.3802 -15.8812 -9.9481 -1.170 -1.702 -0.946
C -20.4736 -14.8138 -9.4917 2.047 1.060 1.177
O -19.8568 -15.0985 -8.4281 0.253 -0.149 0.666
O -20.3066 -13.7613 -10.1224 -0.547 0.407 -0.838
H -20.9503 -16.8715 -9.7975 0.313 0.078 0.249
H -21.6114 -15.8530 -11.0130 -0.226 0.451 -0.022
H -22.2960 -15.9025 -9.3572 -0.169 0.259 -0.061
```
Forces are in eV/Å.

Kohn-Sham gap = 3.2 eV
charge = -3
highest occupied orbital energy = -1.17 eV
molecular weight = 508.34 u
energy above the lowest of the compared OMol25 structures with the same formula, charge and spin = 659.6 kJ/mol
LUMO = 2.020 eV
total energy = -1438.85197 Eh
F_max = 0.116 hartree/bohr

Atom charges from the natural (NBO) analysis, given in e for atoms 1 to 6: Pb 1.70; N 0.72; O -0.58; O -0.55; O -0.58; N 0.72

***

No. 4
ORCA calculation (ωB97M-V/def2-TZVPD) on a cluster of 2 separate species, C6H9N2O2 in total at a distorted geometry.

The geometry in XYZ format:
```
19
Properties=species:S:1:pos:R:3:forces:R:3
C -2.5122 -1.8430 2.6435 0.200 1.436 0.343
C 0.5259 -1.6638 0.7881 0.455 1.696 0.319
C -1.3616 -1.4344 1.7795 0.527 1.262 -0.042
C -1.0678 -0.2110 1.1551 -0.041 -1.561 0.069
N -0.3017 -2.2541 1.6202 0.131 -1.609 -0.461
N 0.1382 -0.3913 0.5274 -0.905 0.655 -0.603
H 1.5172 -1.9603 0.4826 -0.133 -0.459 -0.005
H 0.5032 0.3351 -0.2421 0.411 -0.907 0.593
H -1.6195 0.6992 1.0307 -0.165 0.150 0.020
H -2.6036 -1.0284 3.3807 -0.390 -0.347 0.047
H -2.3085 -2.7541 3.1952 -0.006 -0.209 -0.220
H -3.4463 -1.8795 2.0862 -0.106 -0.288 0.039
C 2.2819 2.2243 -3.0114 0.431 0.760 -0.356
C 1.0987 1.8113 -2.1433 -0.416 -0.337 0.846
O -0.0398 2.2563 -2.3456 0.386 0.237 -0.451
O 1.4012 0.9899 -1.2137 0.281 0.191 -0.234
H 2.5051 3.2987 -2.9657 -0.486 0.003 0.191
H 2.0723 2.0429 -4.0654 0.005 -0.243 -0.025
H 3.2174 1.7621 -2.7021 -0.178 -0.429 -0.069
```
Forces are in eV/Å.

Kohn-Sham gap = 8.4 eV
charge = -1
highest occupied orbital energy = -4.55 eV
molecular weight = 141.15 u
energy above the lowest of the compared OMol25 structures with the same formula, charge and spin = 35.3 kJ/mol
LUMO = 3.845 eV
total energy = -494.10923 Eh
F_max = 0.035 hartree/bohr

Atom charges from the natural (NBO) analysis, given in e for atoms 1 to 6: C -0.63; C 0.14; C 0.06; C -0.13; N -0.52; N -0.53

***

No. 5
ORCA calculation (ωB97M-V/def2-TZVPD) on a cluster of 2 separate species, C6H9N2O2 in total at a distorted geometry.

The geometry in XYZ format:
```
19
Properties=species:S:1:pos:R:3:forces:R:3
C -1.3282 -0.9118 -3.5653 -0.685 -0.208 -0.044
C -1.2919 -0.5155 -2.1345 1.684 0.291 1.147
C -1.6263 -0.4590 0.0187 1.262 0.494 -1.131
C -0.4739 0.4615 -1.6096 1.905 0.291 0.801
N -1.9285 -1.1186 -1.0873 -1.946 0.143 0.207
N -0.6392 0.4460 -0.2581 -1.681 -0.499 0.998
H -2.0946 -0.3970 0.9868 -0.039 -0.890 0.054
H -0.3374 -1.0146 -3.9978 0.175 0.321 -0.021
H -1.9053 -0.1374 -4.0869 0.178 -0.397 -0.339
H -0.1282 0.9035 0.4869 0.080 0.316 -0.451
H 0.4559 0.9851 -1.8309 -0.597 -0.039 -1.195
H -1.7971 -1.8883 -3.7012 -0.248 0.180 0.106
C 1.7872 -0.1250 2.7279 0.034 1.736 -0.390
C 1.9211 1.3766 3.3344 0.653 -1.707 -0.927
O 2.9828 1.9341 2.9730 -0.429 0.322 0.293
O 0.9965 1.7266 4.0770 -0.273 0.527 0.229
H 0.7749 -0.5039 2.8676 0.221 -0.380 0.245
H 2.6059 -0.6956 3.1401 -0.127 -0.514 0.440
H 2.0264 -0.0667 1.6593 -0.168 0.012 -0.023
```
Forces are in eV/Å.

Kohn-Sham gap = 7.1 eV
charge = -1
highest occupied orbital energy = -4.00 eV
molecular weight = 141.15 u
energy above the lowest of the compared OMol25 structures with the same formula, charge and spin = 141.2 kJ/mol
LUMO = 3.141 eV
total energy = -494.06890 Eh
F_max = 0.041 hartree/bohr

Atom charges from the natural (NBO) analysis, given in e for atoms 1 to 6: C -0.63; C 0.08; C 0.16; C -0.12; N -0.48; N -0.51

***

No. 6
ORCA calculation (ωB97M-V/def2-TZVPD) on a cluster of 2 separate species, C6H9N2O2 in total at a distorted geometry.

The geometry in XYZ format:
```
19
Properties=species:S:1:pos:R:3:forces:R:3
C 3.2057 -2.5338 0.5110 0.830 -1.035 0.128
C 2.0115 -1.5935 0.3791 0.254 0.257 0.550
O 0.9512 -2.1074 0.0031 -0.146 0.022 -0.183
O 2.2007 -0.3875 0.7368 0.024 -0.182 -0.110
H 4.1627 -2.1611 0.8856 -0.260 0.701 -0.152
H 3.4275 -3.0572 -0.4258 -0.248 0.158 -0.044
H 2.9679 -3.3299 1.2224 -0.370 -0.024 -0.067
C -3.4519 1.1496 -0.6738 0.873 -0.523 -0.464
C -1.1092 0.4564 0.1143 -0.498 0.212 -0.271
C -1.9965 1.3741 -0.3727 -0.218 -0.034 0.380
C -0.1138 2.3507 -0.2065 0.643 -0.334 0.676
N 0.0881 1.0979 0.2474 -0.381 -1.118 -0.157
N -1.3643 2.5779 -0.5428 -0.134 0.377 -0.445
H -1.2714 -0.5955 0.2478 0.409 -0.180 0.285
H 0.9469 0.5022 0.5101 0.224 0.611 -0.256
H -3.7767 1.9189 -1.3419 -0.467 0.788 -0.110
H -4.0722 1.0772 0.2170 -0.139 0.063 -0.054
H 0.7310 3.0194 -0.2282 -0.222 0.396 -0.103
H -3.5372 0.2417 -1.2828 -0.175 -0.154 0.396
```
Forces are in eV/Å.

Kohn-Sham gap = 8.5 eV
charge = -1
highest occupied orbital energy = -4.55 eV
molecular weight = 141.15 u
energy above the lowest of the compared OMol25 structures with the same formula, charge and spin = 20.1 kJ/mol
LUMO = 3.951 eV
total energy = -494.11505 Eh
F_max = 0.026 hartree/bohr

Atom charges from the natural (NBO) analysis, given in e for atoms 1 to 6: C -0.73; C 0.77; O -0.75; O -0.79; H 0.19; H 0.20

***

Which of these has the lowest molecular weight?
C6H9N

***

energy above the lowest of the compared OMol25 structures with the same formula, charge and spin of number 1 (C6H9N)?
319.9 kJ/mol

***

The lowest energy above the lowest of the compared OMol25 structures with the same formula, charge and spin belongs to which entry?
number 6